1.
{"formula": "C20H62N2O10", "method": "ωB97M-V with the def2-TZVPD basis set", "total_charge": 0, "smiles": "COC[C@H](C)N.COC[C@H](C)N.CCO.CCO.CCO.CCO.CCO.CCO.O.O", "e_lumo_ev": 0.36, "spin_multiplicity": 1, "orbital_gap_ev": 9.09, "relative_energy_kcal_mol": 57.4, "energy_ev": -45196.7347, "species": ["C", "C", "O", "H", "H", "H", "H", "H", "H", "C", "C", "O", "H", "H", "H", "H", "H", "H", "C", "C", "O", "H", "H", "H", "H", "H", "H", "C", "C", "O", "H", "H", "H", "H", "H", "H", "C", "C", "O", "H", "H", "H", "H", "H", "H", "C", "C", "O", "H", "H", "H", "H", "H", "H", "O", "H", "H", "O", "H", "H", "C", "C", "C", "O", "C", "N", "H", "H", "H", "H", "H", "H", "H", "H", "H", "H", "H", "C", "C", "C", "O", "C", "N", "H", "H", "H", "H", "H", "H", "H", "H", "H", "H", "H"], "positions_angstrom": [[-0.40, -0.31, 0.29], [-1.08, 0.18, 1.57], [-2.27, 0.82, 1.23], [0.54, -0.74, 0.63], [-0.10, 0.53, -0.35], [-0.91, -1.10, -0.27], [-0.51, 0.92, 2.12], [-1.24, -0.73, 2.15], [-2.64, 0.30, 0.52], [-0.97, 3.67, -1.41], [-1.35, 4.70, -2.46], [-2.53, 5.34, -2.06], [-0.61, 4.11, -0.48], [-0.18, 3.04, -1.81], [-1.82, 3.03, -1.18], [-1.51, 4.17, -3.40], [-0.46, 5.32, -2.51], [-2.76, 5.99, -2.73], [1.32, 0.76, 5.84], [0.33, 1.76, 5.18], [0.88, 2.29, 4.00], [1.46, -0.10, 5.19], [1.05, 0.39, 6.83], [2.30, 1.19, 6.04], [-0.01, 2.61, 5.78], [-0.53, 1.19, 4.82], [0.17, 2.74, 3.54], [2.79, 0.94, -1.66], [3.73, 0.04, -2.40], [4.66, 0.80, -3.04], [2.07, 1.35, -2.37], [3.24, 1.77, -1.12], [2.17, 0.39, -0.95], [3.17, -0.65, -3.03], [4.30, -0.53, -1.67], [5.18, 0.19, -3.57], [-5.61, -1.52, 0.49], [-5.62, -0.40, -0.45], [-4.64, -0.66, -1.39], [-6.35, -1.27, 1.26], [-4.71, -1.59, 1.10], [-5.92, -2.43, -0.03], [-5.43, 0.60, -0.04], [-6.58, -0.27, -0.93], [-4.53, 0.14, -1.90], [-3.47, -5.10, -0.88], [-3.17, -3.87, -1.71], [-2.93, -2.82, -0.87], [-3.86, -5.88, -1.54], [-4.27, -4.91, -0.16], [-2.55, -5.39, -0.38], [-3.93, -3.62, -2.45], [-2.29, -4.23, -2.25], [-3.70, -2.25, -0.89], [-2.14, -3.53, 1.79], [-1.54, -4.28, 1.79], [-2.13, -3.22, 0.89], [-1.35, 3.41, 2.19], [-2.02, 3.91, 1.71], [-1.52, 2.50, 1.97], [-1.58, 1.09, -4.06], [-0.49, 0.13, -4.51], [-0.27, -1.06, -3.56], [0.77, -1.80, -3.99], [1.07, -2.86, -3.09], [-0.93, -0.24, -5.83], [-1.28, 1.39, -3.06], [-2.51, 0.54, -3.92], [-1.72, 1.98, -4.67], [0.41, 0.74, -4.50], [-1.22, -1.59, -3.54], [-0.09, -0.69, -2.55], [1.57, -2.56, -2.17], [1.71, -3.68, -3.41], [0.22, -3.47, -2.78], [-1.28, 0.58, -6.30], [-0.26, -0.58, -6.51], [3.33, 0.53, 1.94], [4.12, 0.81, 3.27], [5.63, 0.51, 3.25], [6.03, -0.78, 2.74], [5.81, -1.94, 3.53], [3.89, 2.15, 3.71], [2.25, 0.64, 2.02], [3.49, -0.50, 1.62], [3.65, 1.11, 1.08], [3.69, 0.19, 4.05], [5.93, 0.54, 4.29], [6.25, 1.26, 2.75], [6.15, -2.79, 2.94], [4.74, -1.96, 3.74], [6.49, -1.86, 4.38], [4.36, 2.32, 4.59], [2.92, 2.15, 3.98]]}

2.
{"formula": "C20H62O14", "method": "ωB97M-V with the def2-TZVPD basis set", "total_charge": 0, "smiles": "OCCO.OCCO.OCCO.CCO.CCO.CCO.CCO.CCO.CCO.CO.CO", "e_lumo_ev": 0.05, "spin_multiplicity": 1, "orbital_gap_ev": 9.98, "relative_energy_kcal_mol": 92.4, "energy_ev": -50401.9661, "species": ["C", "O", "H", "H", "H", "H", "C", "O", "H", "H", "H", "H", "C", "C", "O", "O", "H", "H", "H", "H", "H", "H", "C", "C", "O", "O", "H", "H", "H", "H", "H", "H", "C", "C", "O", "O", "H", "H", "H", "H", "H", "H", "C", "C", "O", "H", "H", "H", "H", "H", "H", "C", "C", "O", "H", "H", "H", "H", "H", "H", "C", "C", "O", "H", "H", "H", "H", "H", "H", "C", "C", "O", "H", "H", "H", "H", "H", "H", "C", "C", "O", "H", "H", "H", "H", "H", "H", "C", "C", "O", "H", "H", "H", "H", "H", "H"], "positions_angstrom": [[-3.54, -2.46, -4.95], [-2.45, -1.87, -4.17], [-3.24, -3.27, -5.62], [-4.27, -2.95, -4.32], [-4.08, -1.66, -5.46], [-2.07, -2.65, -3.76], [7.50, -1.84, 1.65], [6.33, -1.80, 2.49], [7.94, -2.83, 1.80], [7.28, -1.68, 0.59], [8.28, -1.14, 1.98], [5.59, -1.53, 1.93], [2.54, -6.42, 2.13], [3.65, -7.50, 2.09], [4.75, -6.87, 1.43], [2.21, -5.80, 0.89], [2.70, -5.60, 2.84], [1.67, -6.98, 2.47], [3.46, -8.41, 1.54], [3.95, -7.71, 3.12], [5.42, -7.56, 1.45], [3.10, -5.70, 0.54], [-0.40, 5.29, -4.14], [-0.25, 3.77, -4.52], [-1.37, 3.17, -5.19], [-1.51, 5.36, -3.20], [-0.54, 5.91, -5.03], [0.54, 5.66, -3.73], [-0.19, 3.15, -3.62], [0.62, 3.54, -5.13], [-1.46, 2.24, -4.96], [-2.10, 4.63, -3.41], [-7.09, 2.41, -3.39], [-6.63, 1.94, -1.97], [-5.20, 2.07, -1.96], [-8.48, 2.41, -3.58], [-6.52, 2.12, -4.28], [-6.86, 3.47, -3.39], [-6.83, 0.87, -1.85], [-7.02, 2.49, -1.12], [-4.78, 1.32, -2.38], [-8.81, 3.05, -2.94], [-0.99, -8.46, -3.36], [-0.62, -7.23, -4.12], [-0.54, -6.05, -3.40], [-1.93, -8.27, -2.85], [-0.11, -8.59, -2.73], [-1.11, -9.33, -4.00], [-1.48, -7.14, -4.79], [0.32, -7.33, -4.67], [0.03, -6.17, -2.63], [1.99, 1.74, 0.73], [1.16, 0.49, 0.49], [1.65, -0.52, 1.36], [1.91, 2.05, 1.77], [1.74, 2.67, 0.24], [2.99, 1.50, 0.37], [1.43, 0.01, -0.45], [0.08, 0.59, 0.43], [1.35, -1.35, 0.96], [6.61, 3.74, -2.42], [7.68, 3.69, -1.22], [8.57, 2.56, -1.24], [5.77, 4.44, -2.40], [6.20, 2.73, -2.46], [7.08, 3.86, -3.39], [7.13, 3.75, -0.28], [8.25, 4.61, -1.14], [9.22, 2.69, -0.55], [0.35, 8.29, 1.55], [-0.87, 8.10, 2.43], [-0.30, 8.45, 3.69], [1.16, 7.60, 1.73], [0.82, 9.26, 1.72], [0.05, 8.03, 0.54], [-1.27, 7.09, 2.39], [-1.65, 8.75, 2.04], [-0.12, 7.68, 4.23], [-1.94, 2.38, 5.18], [-2.49, 2.70, 6.65], [-3.23, 1.68, 7.26], [-2.87, 2.43, 4.61], [-1.41, 1.47, 4.91], [-1.36, 3.17, 4.70], [-2.94, 3.69, 6.69], [-1.57, 2.70, 7.24], [-4.11, 1.66, 6.87], [-3.54, -3.77, 3.19], [-3.32, -4.19, 4.61], [-4.37, -4.00, 5.44], [-3.20, -2.75, 3.04], [-4.60, -3.83, 2.94], [-2.94, -4.45, 2.58], [-2.35, -3.83, 4.95], [-3.01, -5.23, 4.62], [-5.14, -4.42, 5.06]]}

3.
{"formula": "C20H64O12", "method": "ωB97M-V with the def2-TZVPD basis set", "total_charge": 0, "smiles": "CCO.CCO.CCO.CCO.CCO.CCO.CCO.CCO.CO.CO.CO.CO", "e_lumo_ev": 0.12, "spin_multiplicity": 1, "orbital_gap_ev": 9.29, "relative_energy_kcal_mol": 24.3, "energy_ev": -46344.5267, "species": ["C", "C", "O", "H", "H", "H", "H", "H", "H", "C", "C", "O", "H", "H", "H", "H", "H", "H", "C", "C", "O", "H", "H", "H", "H", "H", "H", "C", "C", "O", "H", "H", "H", "H", "H", "H", "C", "C", "O", "H", "H", "H", "H", "H", "H", "C", "C", "O", "H", "H", "H", "H", "H", "H", "C", "C", "O", "H", "H", "H", "H", "H", "H", "C", "C", "O", "H", "H", "H", "H", "H", "H", "C", "O", "H", "H", "H", "H", "C", "O", "H", "H", "H", "H", "C", "O", "H", "H", "H", "H", "C", "O", "H", "H", "H", "H"], "positions_angstrom": [[-1.59, 1.36, -3.72], [-0.23, 1.85, -3.23], [-0.48, 2.91, -2.29], [-1.55, 0.48, -4.36], [-2.14, 2.13, -4.26], [-2.24, 1.09, -2.88], [0.34, 2.28, -4.06], [0.34, 1.09, -2.72], [-0.92, 3.63, -2.76], [1.48, 2.73, 3.26], [1.83, 1.50, 4.07], [2.54, 1.91, 5.25], [0.72, 3.35, 3.72], [1.08, 2.38, 2.30], [2.37, 3.30, 3.00], [2.46, 0.78, 3.53], [0.93, 0.91, 4.27], [2.38, 1.21, 5.90], [-1.71, -2.40, -4.84], [-0.50, -2.18, -3.93], [0.58, -1.50, -4.59], [-1.40, -2.81, -5.80], [-2.28, -1.48, -4.98], [-2.38, -3.07, -4.30], [-0.13, -3.16, -3.59], [-0.76, -1.66, -3.01], [1.17, -2.19, -4.88], [-0.48, 6.33, -0.38], [0.81, 5.79, -0.98], [1.00, 4.45, -0.53], [-1.33, 5.74, -0.75], [-0.70, 7.37, -0.62], [-0.46, 6.25, 0.70], [1.66, 6.42, -0.72], [0.70, 5.75, -2.07], [0.57, 3.81, -1.12], [1.49, -2.30, 4.20], [0.82, -3.37, 3.36], [1.12, -3.05, 2.00], [1.01, -1.32, 4.06], [2.51, -2.11, 3.85], [1.51, -2.47, 5.28], [-0.26, -3.42, 3.49], [1.27, -4.33, 3.66], [1.05, -3.86, 1.47], [3.99, -1.52, 0.63], [5.37, -1.91, 1.05], [6.31, -1.42, 0.08], [3.66, -0.48, 0.68], [3.29, -2.17, 1.17], [3.81, -1.78, -0.42], [5.47, -3.00, 1.13], [5.62, -1.52, 2.05], [7.19, -1.47, 0.46], [-1.66, -4.24, 0.14], [-0.48, -4.68, -0.71], [0.59, -5.07, 0.18], [-1.37, -3.33, 0.67], [-1.76, -5.01, 0.90], [-2.57, -4.06, -0.43], [-0.05, -3.91, -1.36], [-0.76, -5.50, -1.38], [1.00, -5.86, -0.19], [-3.46, -1.04, -1.35], [-4.73, -1.40, -2.10], [-4.94, -0.43, -3.13], [-2.65, -0.92, -2.06], [-3.19, -1.82, -0.64], [-3.62, -0.11, -0.81], [-5.62, -1.40, -1.46], [-4.63, -2.41, -2.51], [-5.70, -0.73, -3.63], [-2.75, 3.16, 0.93], [-3.10, 2.84, 2.26], [-1.67, 3.10, 0.78], [-3.26, 2.45, 0.25], [-3.17, 4.14, 0.67], [-3.11, 1.88, 2.35], [-2.95, -1.01, 2.81], [-2.45, 0.10, 2.08], [-2.18, -1.45, 3.45], [-3.81, -0.69, 3.39], [-3.28, -1.78, 2.09], [-1.58, -0.14, 1.68], [0.14, -0.03, -0.21], [-0.14, -0.78, 0.97], [0.11, 1.05, -0.01], [1.14, -0.24, -0.59], [-0.65, -0.25, -0.94], [0.44, -1.55, 1.05], [3.69, 2.41, -0.06], [3.47, 3.71, 0.42], [4.70, 2.09, 0.16], [2.97, 1.70, 0.36], [3.59, 2.41, -1.16], [2.54, 3.97, 0.26]]}